1.
{"formula": "C25H22ClNPSc", "method": "ωB97M-V/def2-TZVPD", "total_charge": 2, "relative_energy_kcal_mol": 16.01, "species": ["Sc", "Cl", "P", "C", "C", "C", "C", "C", "C", "C", "C", "C", "C", "C", "C", "C", "C", "C", "C", "C", "C", "H", "H", "H", "H", "H", "H", "H", "H", "H", "H", "H", "H", "H", "H", "H", "H", "H", "N", "C", "C", "C", "C", "C", "C", "C", "H", "H", "H", "H", "H"], "coordinates": [[1.568, 0.058, -1.113], [2.177, -1.744, 0.312], [-0.896, -0.417, -0.377], [-0.246, -1.055, -2.000], [-0.302, -0.175, -3.114], [0.428, -0.484, -4.282], [1.375, -1.511, -4.292], [1.573, -2.301, -3.130], [0.633, -2.222, -2.068], [-1.959, -1.841, 0.061], [-2.697, -1.894, 1.267], [-3.598, -2.955, 1.455], [-3.717, -4.013, 0.537], [-2.956, -3.978, -0.622], [-2.141, -2.882, -0.858], [-2.101, 0.935, -0.722], [-1.904, 2.187, -0.088], [-2.820, 3.207, -0.344], [-3.894, 3.023, -1.228], [-4.102, 1.771, -1.815], [-3.214, 0.731, -1.546], [-2.560, -1.125, 2.042], [-4.217, -2.993, 2.358], [-4.334, -4.888, 0.754], [-2.943, -4.808, -1.327], [-1.581, -2.905, -1.772], [-0.999, 0.672, -3.134], [0.271, 0.108, -5.199], [1.962, -1.727, -5.223], [2.406, -3.041, -3.118], [0.484, -3.074, -1.352], [-1.041, 2.337, 0.587], [-2.719, 4.155, 0.187], [-4.594, 3.835, -1.424], [-4.963, 1.594, -2.457], [-3.386, -0.255, -1.986], [1.624, 1.578, -2.597], [1.134, 2.132, -2.295], [1.840, 1.136, 0.968], [2.591, 1.433, 1.856], [3.515, 1.660, 2.968], [4.193, 0.592, 3.616], [4.985, 0.846, 4.765], [5.261, 2.157, 5.193], [4.626, 3.217, 4.554], [3.777, 2.970, 3.455], [4.029, -0.460, 3.285], [5.315, 0.013, 5.404], [5.920, 2.325, 6.060], [4.821, 4.237, 4.892], [3.371, 3.834, 2.910]], "mulliken_charge": [0.188, -0.281, 1.201, 0.010, -0.539, -0.604, -0.337, -1.032, 0.106, 0.560, -0.509, -0.601, -0.462, -0.913, -0.180, 0.656, -0.592, -0.500, -0.519, -0.658, -0.192, 0.399, 0.389, 0.403, 0.411, 0.437, 0.592, 0.422, 0.422, 0.494, 0.622, 0.299, 0.406, 0.409, 0.422, 0.460, -0.096, 0.392, -0.359, 0.016, 0.740, -0.292, -0.464, -0.343, -0.519, -0.316, 0.371, 0.357, 0.376, 0.385, 0.361]}

2.
{"formula": "C25H22N2O7", "method": "ωB97M-V/def2-TZVPD", "relative_energy_kcal_mol": 0.00, "smiles": "COc1cc2c(cc1NC(=O)COC(=O)[C@@H]1CC(=O)N(Cc3ccco3)C1)oc1ccccc12", "species": ["C", "O", "C", "C", "C", "C", "C", "C", "N", "C", "O", "C", "O", "C", "O", "C", "C", "C", "O", "N", "C", "C", "C", "C", "C", "O", "C", "O", "C", "C", "C", "C", "C", "C", "H", "H", "H", "H", "H", "H", "H", "H", "H", "H", "H", "H", "H", "H", "H", "H", "H", "H", "H", "H", "H", "H"], "coordinates": [[-0.414, -2.864, 2.524], [-0.746, -2.548, 1.195], [0.216, -1.987, 0.393], [1.514, -1.729, 0.784], [2.362, -1.096, -0.120], [1.905, -0.761, -1.405], [0.616, -1.043, -1.824], [-0.233, -1.643, -0.908], [-1.592, -1.867, -1.158], [-2.321, -1.470, -2.231], [-1.875, -1.091, -3.288], [-3.829, -1.462, -1.922], [-4.055, -0.436, -0.955], [-4.008, -0.763, 0.334], [-3.948, -1.896, 0.745], [-3.897, 0.463, 1.217], [-4.565, 1.708, 0.640], [-3.505, 2.294, -0.290], [-3.679, 3.097, -1.173], [-2.311, 1.760, 0.067], [-1.146, 1.863, -0.781], [0.139, 2.065, -0.048], [1.179, 2.909, -0.302], [2.182, 2.607, 0.651], [1.677, 1.605, 1.415], [0.444, 1.263, 0.999], [-2.398, 0.842, 1.177], [2.862, -0.124, -2.130], [3.950, -0.026, -1.319], [5.158, 0.571, -1.630], [6.136, 0.571, -0.652], [5.917, -0.007, 0.596], [4.711, -0.603, 0.907], [3.713, -0.613, -0.059], [-1.331, -3.252, 2.965], [0.366, -3.630, 2.570], [-0.090, -1.977, 3.077], [1.871, -1.984, 1.767], [0.276, -0.788, -2.813], [-2.078, -2.271, -0.364], [-4.169, -2.428, -1.535], [-4.383, -1.177, -2.817], [-4.227, 0.201, 2.222], [-5.477, 1.500, 0.086], [-4.792, 2.433, 1.424], [-1.062, 0.954, -1.397], [-1.319, 2.710, -1.450], [1.224, 3.651, -1.072], [3.142, 3.070, 0.748], [2.076, 1.072, 2.255], [-1.745, -0.020, 1.030], [-2.104, 1.339, 2.110], [5.321, 1.017, -2.598], [7.091, 1.029, -0.861], [6.708, 0.014, 1.332], [4.545, -1.051, 1.874]], "mulliken_charge": [-1.037, -0.521, 0.700, 0.145, 0.121, -0.205, -1.110, 0.309, -0.059, 0.698, -0.630, -0.822, -0.334, 0.267, -0.653, 0.108, -0.843, 0.525, -0.693, 0.128, -0.444, 0.578, -1.053, -0.519, -0.501, -0.046, -0.391, -0.487, 0.395, -1.206, -0.400, -0.872, -0.192, 0.347, 0.306, 0.337, 0.374, 0.578, 0.560, 0.326, 0.401, 0.383, 0.595, 0.350, 0.358, 0.050, 0.413, 0.495, 0.511, 0.560, -0.064, 0.387, 0.470, 0.409, 0.408, 0.490]}

3.
{"formula": "C25H22N4O2S2", "method": "ωB97M-V/def2-TZVPD", "smiles": "Cc1ccc(NCc2nnc(SCC(=O)N3c4ccccc4Sc4ccccc43)o2)c(C)c1", "species": ["C", "C", "C", "C", "C", "N", "C", "C", "N", "N", "C", "S", "C", "C", "O", "N", "C", "C", "C", "C", "C", "C", "S", "C", "C", "C", "C", "C", "C", "O", "C", "C", "C", "H", "H", "H", "H", "H", "H", "H", "H", "H", "H", "H", "H", "H", "H", "H", "H", "H", "H", "H", "H", "H", "H"], "coordinates": [[-1.756, -2.153, 2.702], [-0.898, -0.924, 2.728], [-1.422, 0.310, 3.078], [-0.624, 1.440, 3.105], [0.727, 1.374, 2.775], [1.554, 2.496, 2.814], [1.019, 3.826, 2.595], [0.485, 3.929, 1.207], [1.050, 4.459, 0.170], [0.324, 4.109, -0.909], [-0.643, 3.372, -0.472], [-1.852, 2.513, -1.371], [-1.675, 0.926, -0.462], [-0.248, 0.440, -0.628], [0.679, 1.082, -0.179], [-0.065, -0.756, -1.255], [-1.069, -1.491, -1.922], [-1.843, -0.900, -2.916], [-2.833, -1.628, -3.549], [-3.044, -2.957, -3.214], [-2.244, -3.568, -2.267], [-1.251, -2.840, -1.628], [-0.201, -3.636, -0.449], [1.279, -2.716, -0.771], [2.509, -3.340, -0.626], [3.669, -2.635, -0.889], [3.599, -1.323, -1.326], [2.372, -0.700, -1.478], [1.206, -1.387, -1.174], [-0.632, 3.250, 0.872], [1.277, 0.121, 2.449], [2.730, -0.010, 2.098], [0.457, -0.992, 2.430], [-1.670, -2.690, 3.648], [-2.803, -1.894, 2.557], [-1.446, -2.829, 1.908], [-2.470, 0.397, 3.331], [-1.075, 2.381, 3.379], [2.405, 2.350, 2.288], [0.235, 4.036, 3.326], [1.825, 4.551, 2.714], [-2.432, 0.250, -0.848], [-1.847, 1.124, 0.598], [-1.669, 0.133, -3.178], [-3.438, -1.156, -4.307], [-3.821, -3.523, -3.704], [-2.379, -4.608, -2.012], [2.543, -4.368, -0.301], [4.627, -3.117, -0.764], [4.503, -0.777, -1.548], [2.313, 0.323, -1.810], [3.363, 0.352, 2.909], [2.953, 0.560, 1.195], [2.978, -1.051, 1.904], [0.887, -1.949, 2.164]], "mulliken_charge": [-1.501, 0.614, -1.343, -0.702, 0.849, -0.267, -1.143, 0.955, -0.497, -0.408, 0.453, -0.308, -0.503, 0.200, -0.387, 0.812, -0.457, -0.329, -0.787, -0.681, -0.596, 0.829, -0.209, 0.916, -0.547, -0.677, -0.761, -0.537, -0.483, -0.071, 1.332, -2.267, -0.214, 0.366, 0.354, 0.191, 0.404, 0.176, 0.354, 0.365, 0.443, 0.616, 0.116, 0.569, 0.418, 0.399, 0.421, 0.421, 0.412, 0.416, 0.516, 0.472, 0.453, 0.368, 0.467]}

Number 1: E -2582.319350 a.u., gap between HOMO and LUMO 0.251 hartree. Number 2: E -1602.109285 a.u., gap between HOMO and LUMO 0.306 hartree. Number 3: E -2131.770665 a.u., gap between HOMO and LUMO 0.299 hartree.